(1)
DFT (ωB97M-V/def2-TZVPD) results for a 2-piece molecular cluster, C9H17N5O overall in a non-equilibrium geometry.

## Properties
Frontier orbital gap (spin up / spin down) (eV): 7.14 / 7.14
Net charge: +2
LUMO energy (spin up / spin down) (eV): -7.27 / -7.27
Highest occupied orbital energy (spin up / spin down) (eV): -14.42 / -14.42

XYZ file:
```
32
Properties=species:S:1:pos:R:3:lowdin_charge:R:1
C 0.97225 -2.60529 2.05694 -0.003
C 2.16757 -3.19646 2.06845 -0.345
C 2.14536 -2.06770 0.17529 -0.133
C 2.48023 -1.53999 -1.00319 0.003
C 1.70727 -0.67571 -1.83020 -0.054
C 0.58670 -0.11845 -1.62756 0.113
C -1.68439 3.38705 -1.86583 -0.106
C -0.52988 0.74356 -1.93475 -0.131
C -1.13196 1.50863 -0.73812 -0.257
N 0.89818 -1.77330 0.95237 -0.171
N 2.89947 -2.90755 0.95663 0.177
N -0.04109 -1.16066 0.56830 0.220
N 2.66996 -3.77534 3.16037 0.194
N -3.65369 2.51719 1.02099 0.273
O -2.18150 2.28167 -1.21554 -0.230
H 0.27911 -2.55552 2.85189 0.130
H 3.31509 -1.95103 -1.42475 0.104
H 2.35391 -0.70240 -2.70980 0.163
H -1.00972 4.12932 -1.34664 0.123
H -2.56505 4.08909 -2.09688 0.142
H -1.02378 3.11538 -2.71540 0.093
H -1.41522 0.15431 -2.39025 0.181
H -0.08956 1.61596 -2.63270 0.179
H -1.55355 0.64704 -0.07459 0.129
H -0.49831 2.11616 -0.05285 0.154
H 3.75903 -3.36108 0.62732 0.201
H -4.51967 2.12316 0.70132 0.132
H 2.09727 -3.65007 3.97254 0.119
H 3.63851 -4.04574 3.40942 0.158
H -3.70486 3.47342 1.39643 0.160
H -3.00911 2.42108 0.07339 0.126
H -3.35856 1.76327 1.66741 0.153
```

=====

(2)
DFT (ωB97M-V/def2-TZVPD) results for a 12-piece molecular cluster, C5H36N2O11 overall in a non-equilibrium geometry.

## Properties
Frontier orbital gap (eV): 8.98
Net charge: 0
LUMO energy (eV): 0.05
Highest occupied orbital energy (eV): -8.93

XYZ file:
```
54
Properties=species:S:1:pos:R:3:lowdin_charge:R:1
C 0.91967 2.46092 -0.80341 -0.094
C 0.57065 1.36665 0.24203 -0.273
N 1.43640 0.09762 0.23399 -0.049
C 0.61785 -1.15453 0.48260 -0.388
C -0.35849 -1.39275 -0.59386 -0.096
C 1.51425 -2.30979 1.05340 -0.218
N 0.97456 -2.84505 2.32059 0.010
H 1.24547 2.20505 -1.78875 0.027
H 1.82141 3.01551 -0.43459 0.080
H 0.08245 3.24700 -0.76069 0.092
H 0.87532 1.91615 1.27477 0.117
H -0.52758 1.07238 0.30051 0.096
H 1.74724 0.31652 -0.78232 0.113
H -0.05103 -0.98110 1.44973 0.164
H -0.97263 -0.41271 -0.81866 0.108
H 0.12423 -1.55622 -1.61917 0.054
H -0.87896 -2.23771 -0.32920 0.053
H 1.64088 -3.16262 0.35562 0.098
H 2.53880 -1.83834 1.12963 0.096
H 0.44604 -3.73604 2.32650 0.092
H 0.84133 -2.25237 3.03121 -0.011
O -1.57905 -0.06446 -3.61731 -0.119
H -1.37371 0.92049 -3.37138 0.109
H -2.21800 -0.21957 -2.86168 0.039
O 1.84622 -3.35533 -2.14377 -0.021
H 2.62001 -2.82209 -2.44224 0.091
H 1.77665 -3.83452 -2.91712 0.004
O -1.61225 3.03529 2.27048 -0.178
H -0.78520 2.79844 2.81497 -0.022
H -2.21087 3.34243 3.11484 0.125
O 0.49568 2.34925 3.67040 -0.012
H 0.79171 1.43049 3.69724 0.022
H 1.18989 2.90972 3.76007 0.011
O -3.56482 -1.36668 -1.76893 -0.009
H -3.91590 -1.64369 -2.54281 -0.011
H -3.04662 -2.14239 -1.44281 0.068
O -3.13827 3.35637 -0.45438 -0.134
H -2.13779 3.05707 -0.36220 0.057
H -3.16466 3.42518 0.56164 0.051
O 0.89009 0.15247 -3.17992 -0.083
H 0.62095 1.08257 -3.43996 0.065
H 0.28244 -0.47502 -3.51299 -0.027
O -1.12597 -3.06045 -2.82438 -0.059
H -0.19947 -3.21025 -2.60319 -0.004
H -0.97766 -2.18318 -3.19717 0.002
O 1.99375 0.15748 3.97784 -0.032
H 2.77448 0.59785 4.34250 0.075
H 2.33563 -0.36354 3.25229 0.033
O -4.74051 0.86479 0.29208 0.007
H -3.97801 1.35168 0.15972 -0.041
H -5.04817 0.13079 -0.12202 -0.035
O 4.56910 0.79231 1.58925 -0.014
H 3.84472 1.21107 1.82374 -0.087
H 4.17775 -0.04315 1.20728 0.056
```

=====

(3)
DFT (ωB97M-V/def2-TZVPD) results for C38H34AuCl3GeINO4P2 as an isolated structure.

## Properties
Frontier orbital gap (spin up / spin down) (eV): 8.18 / 5.69
Net charge: +1
Expectation value of S²: 3.77
LUMO energy (spin up / spin down) (eV): -2.18 / -4.67
Highest occupied orbital energy (spin up / spin down) (eV): -10.37 / -10.36
Multiplicity: 4

XYZ file:
```
85
Properties=species:S:1:pos:R:3:lowdin_spin:R:1
Au -0.47973 -0.36934 -0.08087 0.562
O 0.97728 1.58679 0.15385 0.143
P 0.78805 2.74489 1.10859 0.013
C -0.96668 2.95434 1.55361 0.003
P -2.08130 2.55740 0.17906 0.008
O -1.95152 1.10694 -0.22283 0.033
C -1.69310 3.62604 -1.19859 0.001
C -1.86192 5.00663 -1.09974 0.000
C -1.55994 5.81311 -2.18142 0.000
C -1.10472 5.24158 -3.36424 0.000
C -0.94739 3.86825 -3.46773 0.000
C -1.23812 3.05411 -2.38237 0.000
C -3.74549 2.89988 0.72307 0.003
C -4.77282 2.38364 -0.06929 0.000
C -6.09072 2.60402 0.28663 0.000
C -6.38837 3.33958 1.42675 0.000
C -5.37141 3.85277 2.21602 0.000
C -4.04705 3.63159 1.86783 0.001
C 1.64358 2.46934 2.65905 0.000
C 1.32461 3.17334 3.82104 0.000
C 2.02121 2.92898 4.99166 0.000
C 3.03661 1.98129 5.01071 0.000
C 3.35059 1.27203 3.86205 0.000
C 2.65389 1.51283 2.68781 0.000
C 1.28531 4.30602 0.37880 0.003
C 1.74411 4.31993 -0.93305 0.000
C 2.13360 5.51554 -1.51742 0.000
C 2.06098 6.69602 -0.79637 0.000
C 1.59623 6.68901 0.51296 0.000
C 1.21174 5.49730 1.10162 0.001
H -1.12681 3.97884 1.89267 0.000
H -1.21443 2.26783 2.36960 0.000
H -2.24298 5.45024 -0.18683 0.000
H -1.68714 6.88425 -2.10982 0.000
H -0.87849 5.87404 -4.21196 0.000
H -0.60528 3.42969 -4.39489 0.000
H -1.12774 1.98007 -2.45024 0.000
H -4.53739 1.79947 -0.94988 0.000
H -6.88753 2.19978 -0.32144 0.000
H -7.41986 3.50828 1.70373 0.000
H -5.60746 4.41922 3.10575 0.000
H -3.26321 4.02843 2.49844 0.000
H 0.52418 3.90115 3.82937 0.000
H 1.77030 3.47386 5.89129 0.000
H 3.58028 1.79467 5.92618 0.000
H 4.14030 0.53376 3.87442 0.000
H 2.90027 0.95660 1.79299 0.000
H 1.79068 3.39800 -1.49450 0.001
H 2.49435 5.52170 -2.53651 0.000
H 2.36959 7.62670 -1.25197 0.000
H 1.54504 7.60976 1.07657 0.000
H 0.86946 5.50606 2.12801 0.000
C 0.70052 -2.52759 -2.39422 0.051
C 1.06906 -2.81355 -0.99645 0.293
C 1.70423 -3.98517 -0.46726 0.126
C 1.76047 -3.82985 0.88375 0.123
C 1.16374 -2.56096 1.17798 0.300
C 0.91376 -1.93876 2.49047 0.050
N 0.79241 -1.96604 0.02139 0.080
H 1.12954 -3.26358 -3.06937 0.000
H 1.03967 -1.53336 -2.69191 0.013
H -0.39048 -2.53894 -2.48292 0.017
H 2.05335 -4.81452 -1.05804 0.003
H 2.16658 -4.50519 1.61675 0.003
H 1.44859 -2.45719 3.28246 0.000
H -0.16032 -1.97401 2.69709 0.018
H 1.21097 -0.88803 2.47727 0.011
I -7.88984 -5.56198 -0.50694 0.000
C -6.15861 -4.41055 -0.36253 -0.001
C -5.58103 -3.89651 -1.51537 0.000
C -4.42925 -3.13351 -1.41339 0.000
C -3.86242 -2.88120 -0.16901 0.013
C -4.45266 -3.39908 0.97719 0.000
C -5.60029 -4.16843 0.88545 0.001
C -2.62732 -2.04844 -0.05392 0.004
O -2.19567 -1.73357 1.07216 0.039
O -2.05922 -1.68243 -1.13416 0.184
H -6.02401 -4.09050 -2.48126 0.000
H -3.96160 -2.72773 -2.29925 0.000
H -4.00559 -3.18987 1.93876 0.000
H -6.05740 -4.57488 1.77606 0.000
Cl 4.42944 2.28981 -0.56962 0.133
Ge 3.32680 0.49576 -1.02524 0.437
Cl 3.90252 -0.09697 -3.02537 0.174
Cl 4.10842 -0.99463 0.34645 0.154
```

=====

(4)
DFT (ωB97M-V/def2-TZVPD) results for a 2-piece molecular cluster, C10H8N5O8 overall in a non-equilibrium geometry.

## Properties
Frontier orbital gap (eV): 5.29
Net charge: -1
LUMO energy (eV): 0.70
Highest occupied orbital energy (eV): -4.59

XYZ file:
```
31
Properties=species:S:1:pos:R:3:lowdin_charge:R:1
C 2.05305 -1.56790 -2.66290 -0.036
C 1.05442 -0.67321 -1.96149 -0.564
N -0.17502 -1.21101 -1.77295 0.052
C -1.32891 -0.82985 -2.37806 -0.573
C -2.22041 -1.92492 -2.92655 -0.035
O -1.72468 0.35143 -2.43991 -0.031
O 1.44117 0.44200 -1.57115 -0.003
H 1.65115 -2.56436 -2.86706 0.063
H 2.34666 -1.09072 -3.60421 0.073
H 2.94275 -1.63875 -2.03156 0.067
H -1.67747 -2.85944 -3.08616 0.063
H -3.03144 -2.09493 -2.21171 0.070
H -2.66195 -1.58291 -3.86669 0.068
O 1.88594 0.60018 4.96000 0.066
N 1.48452 1.49497 4.19984 -0.322
O 1.61872 2.71231 4.47239 0.022
C 0.82656 1.20546 2.93725 -0.060
C 0.38166 2.26781 2.15512 0.105
C -0.35263 2.02901 0.97028 -0.090
N -0.97633 3.18055 0.31373 -0.311
O -0.60083 4.31481 0.68854 0.030
O -1.84644 3.00826 -0.55590 0.089
C -0.53051 0.73663 0.45175 0.122
C -0.13971 -0.31728 1.24708 -0.069
N -0.44851 -1.70532 1.20416 -0.127
O -1.13959 -2.39861 0.48632 0.097
O 0.16241 -2.27345 2.34037 0.035
N 0.74459 -1.32306 3.12150 0.113
C 0.55529 -0.14619 2.47288 -0.136
H 0.60510 3.28357 2.46999 0.130
H -0.89956 0.57490 -0.55487 0.094
```